Version w
A cluster of 2 separate species, C2H4I2 in total. Source: the Open Molecules 2025 dataset; level of theory: the ωB97M-V functional and the def2-TZVPD basis.

Orbital gap, eV: 8.953
E_LUMO, hartree: -0.00679

Atoms and positions in Å:
1 C 0.817 0.109 0.425
2 C -0.483 -0.160 -0.349
3 I -1.688 1.672 -0.022
4 I -1.668 -1.782 -0.019
5 H 1.324 1.039 0.236
6 H 0.745 -0.054 1.444
7 H 1.480 -0.725 0.219
8 H -0.527 -0.101 -1.935

Löwdin atomic charge list, values in e, 2 entries:
1. C -0.314
2. C -1.371

=====

Version x
A structure of composition C2H4I2. Source: the Open Molecules 2025 dataset; level of theory: the ωB97M-V functional and the def2-TZVPD basis.

Orbital gap, eV: 9.058
E_LUMO, hartree: -0.00948

Atoms and positions in Å:
1 C 0.708 0.147 0.257
2 C 0.383 -1.040 -0.067
3 I -0.358 -2.362 1.450
4 I 1.242 -1.663 -1.797
5 H -1.850 1.993 -0.532
6 H 0.138 0.398 1.320
7 H 0.943 0.873 -0.494
8 H -1.207 1.653 -0.136

Löwdin atomic charge list, values in e, 2 entries:
1. C -0.356
2. C -1.409

=====

Version y
A cluster of 2 separate species, C2H4I2 in total. Source: the Open Molecules 2025 dataset; level of theory: the ωB97M-V functional and the def2-TZVPD basis.

Orbital gap (alpha / beta), eV: 6.838 / 7.497
E_LUMO (alpha / beta), hartree: -0.07497 / -0.05770

Atoms and positions in Å:
1 C -0.359 -0.282 0.797
2 C -0.121 0.352 -0.536
3 I -0.715 -0.704 -2.297
4 I 2.787 0.507 -0.755
5 H -0.130 -1.379 0.680
6 H 0.204 0.002 1.587
7 H -1.333 0.143 1.204
8 H -0.334 1.360 -0.680

Löwdin atomic charge list, values in e, 2 entries:
1. C -0.248
2. C -0.779

=====

Short version: version x is the least stable of them.

=====

Version w
The ion C3H6NO2 with charge +1. Source: the Open Molecules 2025 dataset; level of theory: the ωB97M-V functional and the def2-TZVPD basis.

Orbital gap, eV: 10.905
E_LUMO, hartree: -0.13729
SMILES string: O[C@@H]1[NH2+]C=CO1
Charge: +1

Atoms and positions in Å:
1 O -1.775 -0.041 -0.567
2 C -0.837 -0.182 0.456
3 N 0.097 0.958 0.187
4 C 1.285 0.294 -0.478
5 C 1.158 -1.034 -0.211
6 O -0.060 -1.375 0.265
7 H -2.432 -0.882 -0.559
8 H -1.121 -0.126 1.561
9 H 0.263 1.733 0.859
10 H -0.499 1.582 -0.333
11 H 2.194 0.945 -0.528
12 H 1.728 -1.871 -0.652

Löwdin atomic charge list, values in e, 2 entries:
1. O 0.047
2. C -0.321

=====

Version x
The ion C3H6NO2 with charge +1. Source: the Open Molecules 2025 dataset; level of theory: the ωB97M-V functional and the def2-TZVPD basis.

Orbital gap (alpha / beta), eV: 7.761 / 7.760
E_LUMO (alpha / beta), hartree: -0.22185 / -0.22187
Charge: +1

Atoms and positions in Å:
1 C 0.705 0.908 -0.033
2 C -1.293 -0.414 -0.085
3 C 1.442 -1.357 -0.108
4 N -0.692 0.752 0.294
5 O -2.560 -0.454 -0.084
6 O 1.477 -0.212 0.476
7 H 0.939 1.051 -1.054
8 H 1.243 1.831 0.288
9 H 1.685 -2.152 0.472
10 H 1.173 -1.700 -1.190
11 H -0.924 1.481 0.935
12 H -3.196 0.266 0.089

Löwdin atomic charge list, values in e, 2 entries:
1. C -0.135
2. C -0.128

=====

Version y
The ion C3H6NO2 with charge +1. Source: the Open Molecules 2025 dataset; level of theory: the ωB97M-V functional and the def2-TZVPD basis.

Orbital gap, eV: 10.425
E_LUMO, hartree: -0.14683
SMILES string: [NH3+]/C=C1\O[C@H]1O
Charge: +1

Atoms and positions in Å:
1 N 2.132 0.263 -0.312
2 C 0.868 -0.442 0.112
3 C -0.295 0.147 0.268
4 O -0.919 1.279 -0.065
5 C -1.735 0.146 0.402
6 O -2.495 -0.631 -0.453
7 H 2.844 -0.298 0.121
8 H 2.155 1.253 0.126
9 H 2.107 0.335 -1.414
10 H 0.856 -1.698 0.188
11 H -2.104 0.269 1.326
12 H -3.415 -0.623 -0.300

Löwdin atomic charge list, values in e, 2 entries:
1. N 0.180
2. C -0.054

=====

Short version: version x is the least stable of them.

=====

Version w
A cluster of 2 separate species, C4H12OS in total. Source: the Open Molecules 2025 dataset; level of theory: the ωB97M-V functional and the def2-TZVPD basis.

Orbital gap, eV: 9.418
E_LUMO, hartree: 0.03293
SMILES string: CCO.CSC

Atoms and positions in Å:
1 C -1.050 1.142 -0.965
2 C -0.080 2.216 -0.541
3 O -0.506 3.454 -1.077
4 H -1.987 1.666 -1.213
5 H -1.402 0.518 -0.166
6 H -0.850 0.524 -1.836
7 H 0.021 2.254 0.545
8 H 0.899 1.913 -0.939
9 H 0.177 4.118 -0.912
10 C 1.080 -1.314 1.882
11 S -0.512 -1.746 1.200
12 C -0.076 -2.618 -0.331
13 H 1.928 -1.554 1.239
14 H 1.194 -0.236 1.976
15 H 1.267 -1.735 2.870
16 H -0.065 -2.017 -1.231
17 H -0.832 -3.387 -0.420
18 H 0.794 -3.197 -0.081

Löwdin atomic charge list, values in e, 2 entries:
1. C -0.103
2. C -0.333

=====

Version x
A cluster of 2 separate species, C4H12OS in total. Source: the Open Molecules 2025 dataset; level of theory: the ωB97M-V functional and the def2-TZVPD basis.

Orbital gap, eV: 9.203
E_LUMO, hartree: 0.03018
SMILES string: CCO.CSC

Atoms and positions in Å:
1 C -3.007 0.221 -0.425
2 C -2.027 -0.512 -1.498
3 O -1.621 0.643 -2.434
4 H -3.709 0.721 -1.029
5 H -3.635 -0.574 -0.057
6 H -2.415 0.758 0.273
7 H -2.454 -1.358 -2.002
8 H -1.156 -0.777 -1.116
9 H -1.146 0.170 -3.188
10 C 1.080 0.044 1.693
11 S 2.412 1.240 1.806
12 C 3.547 0.150 0.827
13 H 1.427 -0.731 2.389
14 H 1.043 -0.401 0.668
15 H 0.128 0.534 1.947
16 H 3.063 -0.710 0.497
17 H 4.148 0.774 0.105
18 H 4.323 -0.192 1.544

Löwdin atomic charge list, values in e, 2 entries:
1. C -0.038
2. C -0.184

=====

Version y
A cluster of 2 separate species, C4H12OS in total. Source: the Open Molecules 2025 dataset; level of theory: the ωB97M-V functional and the def2-TZVPD basis.

Orbital gap, eV: 9.358
E_LUMO, hartree: 0.03742
SMILES string: CCO.CSC

Atoms and positions in Å:
1 C 0.542 3.243 -3.671
2 C 1.350 4.191 -4.581
3 O 2.478 3.434 -5.003
4 H 1.100 2.379 -3.329
5 H 0.270 3.782 -2.759
6 H -0.398 2.981 -4.150
7 H 1.581 5.115 -4.053
8 H 0.734 4.430 -5.452
9 H 3.162 3.920 -5.452
10 C 0.107 -2.823 4.285
11 S -1.407 -3.352 3.377
12 C -1.807 -1.829 2.420
13 H 0.288 -1.756 4.190
14 H 0.968 -3.284 3.798
15 H 0.042 -3.173 5.306
16 H -2.418 -2.235 1.625
17 H -2.440 -1.228 3.092
18 H -0.984 -1.126 2.351

Löwdin atomic charge list, values in e, 2 entries:
1. C -0.082
2. C -0.307

=====

Short version: version x is the least stable of them.

=====

Version w
A structure of composition C18H21MoN5O5. Source: the Open Molecules 2025 dataset; level of theory: the ωB97M-V functional and the def2-TZVPD basis.

Orbital gap (alpha / beta), eV: 7.007 / 7.999
E_LUMO (alpha / beta), hartree: -0.22235 / -0.27233
Charge: +2
Spin multiplicity: 3

Atoms and positions in Å:
1 Mo -0.198 0.076 0.237
2 C -2.591 -1.363 -0.987
3 C -2.088 -2.480 -0.087
4 N -0.788 -2.079 0.511
5 C -0.662 -2.498 1.928
6 C 0.464 -1.763 2.591
7 C 1.174 -2.269 3.661
8 C 2.202 -1.508 4.201
9 C 2.523 -0.290 3.626
10 C 1.787 0.148 2.539
11 C 2.168 1.377 1.764
12 N 1.187 1.648 0.699
13 C -0.144 2.025 1.059
14 C -2.221 0.133 1.027
15 N -2.229 -0.059 -0.382
16 N 0.747 -0.556 2.073
17 H -3.674 -1.429 -1.112
18 H -2.125 -1.398 -1.973
19 H -1.989 -3.409 -0.649
20 H -2.797 -2.669 0.717
21 H -0.015 -2.495 -0.011
22 H -0.518 -3.577 2.004
23 H -1.594 -2.257 2.441
24 H 0.935 -3.245 4.060
25 H 2.769 -1.879 5.044
26 H 3.350 0.301 3.995
27 H 3.136 1.201 1.292
28 H 2.264 2.247 2.419
29 H 1.569 2.194 -0.069
30 H -0.860 3.837 0.838
31 H -0.284 2.129 2.134
32 H -2.618 1.097 1.321
33 H -2.638 -0.676 1.610
34 H -2.630 0.708 -0.907
35 O 1.073 1.578 -5.796
36 C 0.699 1.400 -4.539
37 C -0.393 2.004 -3.955
38 C -0.678 1.731 -2.584
39 N 0.076 0.855 -1.817
40 C 1.127 0.285 -2.458
41 C 1.483 0.522 -3.756
42 C 1.935 -0.715 -1.655
43 O 2.940 -1.201 -2.090
44 O 1.391 -0.997 -0.492
45 C -1.749 2.401 -2.076
46 O -2.711 2.940 -1.743
47 O -0.627 3.074 0.295
48 H 0.502 2.190 -6.280
49 H -1.028 2.687 -4.504
50 H 2.348 0.022 -4.167

Löwdin atomic charge list, values in e, 2 entries:
1. Mo 1.694
2. C -0.120

=====

Version x
A structure of composition C18H21MoN5O5. Source: the Open Molecules 2025 dataset; level of theory: the ωB97M-V functional and the def2-TZVPD basis.

Orbital gap (alpha / beta), eV: 6.040 / 5.950
E_LUMO (alpha / beta), hartree: -0.24739 / -0.26020
Charge: +2
Spin multiplicity: 3

Atoms and positions in Å:
1 Mo -0.034 -0.006 0.169
2 C 0.176 -2.728 -0.378
3 C -1.242 -2.107 -0.237
4 N -2.043 -1.813 1.064
5 C -3.056 -0.652 0.818
6 C -2.871 0.105 -0.465
7 C -3.693 -0.092 -1.561
8 C -3.412 0.542 -2.765
9 C -2.282 1.355 -2.845
10 C -1.495 1.533 -1.727
11 C -0.287 2.416 -1.743
12 N 1.157 1.740 -1.845
13 C 1.139 0.229 -2.364
14 C 1.761 -1.075 -1.758
15 N 1.244 -1.715 -0.549
16 N -1.771 0.914 -0.533
17 H 0.142 -3.366 -1.263
18 H 0.458 -3.325 0.482
19 H -1.991 -2.671 -0.804
20 H -1.191 -1.203 -0.895
21 H -2.569 -2.660 1.301
22 H -2.859 -0.005 1.670
23 H -4.059 -1.066 0.900
24 H -4.553 -0.742 -1.467
25 H -4.057 0.406 -3.622
26 H -2.023 1.861 -3.767
27 H -0.195 2.945 -0.798
28 H -0.327 3.135 -2.558
29 H 1.654 2.247 -2.581
30 H 1.635 0.335 -3.329
31 H 0.079 0.078 -2.557
32 H 2.831 -0.943 -1.630
33 H 1.632 -1.758 -2.606
34 H 1.706 -1.402 0.315
35 O 3.251 1.390 4.975
36 C 2.542 1.119 3.888
37 C 1.439 0.254 3.887
38 C 0.761 0.091 2.695
39 N 1.129 0.843 1.633
40 C 2.310 1.479 1.560
41 C 3.062 1.659 2.683
42 C 2.712 1.502 0.105
43 O 3.621 0.941 -0.401
44 O 1.777 2.255 -0.650
45 C 0.118 -1.151 1.965
46 O 0.904 -2.120 2.124
47 O -1.367 -1.520 2.257
48 H 2.900 0.959 5.766
49 H 1.201 -0.344 4.756
50 H 4.033 2.133 2.686

Löwdin atomic charge list, values in e, 2 entries:
1. Mo 1.334
2. C -0.123

=====

Short version: version x is the least stable of them.